99
Properties=species:S:1:pos:R:3 method="wB97M-V/def2-TZVPD" lumo_ev="-4.10 / -3.30" spin_multiplicity=2 total_charge=+1 e_tot_ha=-3359.64175 orbital_gap_ev="6.01 / 6.82" fmax_ev_per_a=2.734
Re 1.249 -0.558 -0.263
C -4.085 -1.546 -1.464
N -2.660 -1.464 -1.722
C -1.764 -0.824 -0.946
N -0.536 -1.029 -1.403
C -0.639 -1.843 -2.505
C -1.967 -2.133 -2.703
C -2.578 -2.919 -3.781
C -2.251 -2.619 -5.103
C -2.805 -3.350 -6.141
C -3.672 -4.398 -5.865
C -3.997 -4.705 -4.553
C -3.453 -3.970 -3.511
C 0.525 -2.326 -3.258
C 1.420 -1.417 -3.816
C 2.483 -1.872 -4.580
C 2.670 -3.233 -4.769
C 1.798 -4.142 -4.186
C 0.722 -3.693 -3.438
P -2.189 0.211 0.481
C -1.053 1.551 -0.037
N 0.248 1.459 -0.312
C 0.674 2.720 -0.680
C -0.404 3.578 -0.618
N -1.474 2.824 -0.215
C -2.832 3.310 -0.034
C -0.518 5.008 -0.943
C -0.904 5.926 0.032
C -1.012 7.272 -0.278
C -0.742 7.711 -1.567
C -0.369 6.799 -2.544
C -0.248 5.454 -2.234
C 2.069 3.089 -0.963
C 2.919 2.241 -1.664
C 4.249 2.575 -1.856
C 4.740 3.780 -1.379
C 3.888 4.657 -0.721
C 2.565 4.313 -0.507
C -1.071 -0.426 1.762
N 0.243 -0.599 1.662
C 0.703 -0.959 2.910
C -0.373 -1.004 3.764
N -1.477 -0.662 3.024
C -2.850 -0.624 3.494
C -0.387 -1.327 5.196
C -0.881 -0.411 6.123
C -0.842 -0.702 7.477
C -0.322 -1.913 7.909
C 0.168 -2.829 6.989
C 0.145 -2.537 5.635
C 2.117 -1.131 3.295
C 2.651 -0.262 4.246
C 3.973 -0.387 4.640
C 4.776 -1.371 4.082
C 4.240 -2.254 3.157
C 2.911 -2.146 2.774
H -4.434 -0.612 -1.030
H -4.615 -1.735 -2.393
H -4.278 -2.355 -0.759
H -1.569 -1.804 -5.309
H -2.561 -3.099 -7.164
H -4.095 -4.977 -6.676
H -4.672 -5.522 -4.335
H -3.683 -4.228 -2.484
H 1.253 -0.353 -3.685
H 3.163 -1.164 -5.035
H 3.492 -3.586 -5.379
H 1.954 -5.205 -4.313
H 0.039 -4.393 -2.976
H -3.011 4.141 -0.710
H -3.536 2.512 -0.252
H -2.990 3.655 0.988
H -1.101 5.583 1.041
H -1.299 7.977 0.490
H -0.824 8.762 -1.808
H -0.166 7.137 -3.552
H 0.047 4.742 -2.995
H 2.527 1.329 -2.092
H 4.910 1.898 -2.383
H 5.780 4.039 -1.524
H 4.257 5.608 -0.362
H 1.912 4.989 0.027
H -2.931 -1.228 4.393
H -3.158 0.397 3.722
H -3.503 -1.041 2.729
H -1.268 0.542 5.780
H -1.202 0.024 8.193
H -0.298 -2.140 8.967
H 0.580 -3.770 7.330
H 0.531 -3.244 4.911
H 2.027 0.515 4.669
H 4.373 0.285 5.388
H 5.814 -1.455 4.375
H 4.860 -3.036 2.738
H 2.479 -2.871 2.099
S 0.693 -3.463 0.234
C -0.875 -3.323 0.693
N -1.988 -3.222 1.019
Te 3.577 -1.204 -0.666

---

98
Properties=species:S:1:pos:R:3 method="wB97M-V/def2-TZVPD" lumo_ev="-4.45 / -8.83" spin_multiplicity=5 total_charge=+2 e_tot_ha=-3123.52321 orbital_gap_ev="8.01 / 3.63" fmax_ev_per_a=2.476
Rh -0.533 -0.104 -0.239
C 1.118 1.184 5.045
N 0.500 0.418 3.994
C 0.592 0.636 2.654
N -0.111 -0.280 2.001
C -0.669 -1.116 2.917
C -0.300 -0.667 4.191
C -0.722 -1.144 5.507
C -2.093 -1.235 5.778
C -2.530 -1.693 7.004
C -1.616 -2.079 7.972
C -0.257 -1.998 7.709
C 0.194 -1.523 6.490
C -1.407 -2.319 2.566
C -1.935 -2.508 1.285
C -2.670 -3.630 0.969
C -2.902 -4.602 1.933
C -2.333 -4.463 3.191
C -1.585 -3.346 3.502
P 1.747 1.883 1.932
C 2.479 0.698 0.738
N 1.778 -0.113 -0.033
C 2.647 -0.900 -0.717
C 3.943 -0.540 -0.343
N 3.805 0.469 0.568
C 4.865 1.165 1.242
C 5.237 -1.063 -0.763
C 5.501 -2.434 -0.693
C 6.730 -2.923 -1.092
C 7.702 -2.058 -1.576
C 7.438 -0.699 -1.668
C 6.217 -0.200 -1.256
C 2.126 -1.836 -1.697
C 0.763 -2.158 -1.667
C 0.196 -2.972 -2.626
C 0.990 -3.493 -3.640
C 2.344 -3.193 -3.676
C 2.912 -2.378 -2.716
C 0.678 2.690 0.671
N 0.088 2.044 -0.319
C -0.485 2.953 -1.152
C -0.215 4.222 -0.637
N 0.521 4.028 0.497
C 1.001 5.071 1.362
C -0.676 5.548 -1.067
C -2.027 5.860 -0.901
C -2.515 7.086 -1.312
C -1.661 8.012 -1.892
C -0.316 7.715 -2.042
C 0.182 6.492 -1.626
C -1.219 2.500 -2.325
C -2.036 3.353 -3.073
C -2.814 2.857 -4.102
C -2.774 1.513 -4.433
C -1.931 0.662 -3.733
C -1.160 1.148 -2.698
H 1.292 2.207 4.717
H 2.076 0.746 5.331
H 0.465 1.195 5.918
H -2.802 -0.944 5.018
H -3.588 -1.751 7.204
H -1.962 -2.441 8.927
H 0.454 -2.312 8.455
H 1.254 -1.496 6.285
H -1.796 -1.729 0.525
H -3.085 -3.753 -0.020
H -3.519 -5.458 1.704
H -2.470 -5.238 3.930
H -1.125 -3.268 4.472
H 5.729 0.513 1.352
H 4.520 1.482 2.226
H 5.165 2.049 0.678
H 4.744 -3.101 -0.307
H 6.938 -3.981 -1.023
H 8.658 -2.443 -1.894
H 8.187 -0.029 -2.061
H 6.007 0.855 -1.348
H 0.135 -1.805 -0.808
H -0.856 -3.217 -2.573
H 0.552 -4.128 -4.394
H 2.959 -3.586 -4.470
H 3.961 -2.137 -2.764
H 0.263 5.871 1.415
H 1.936 5.489 0.989
H 1.166 4.665 2.358
H -2.684 5.132 -0.447
H -3.561 7.317 -1.182
H -2.046 8.965 -2.223
H 0.344 8.440 -2.492
H 1.229 6.262 -1.759
H -2.072 4.406 -2.836
H -3.470 3.525 -4.639
H -3.386 1.128 -5.231
H -1.868 -0.379 -4.004
H -0.455 0.458 -2.184
S -4.990 1.645 -0.433
C -3.568 0.955 -0.284
N -2.535 0.398 -0.191

---

103
Properties=species:S:1:pos:R:3 method="wB97M-V/def2-TZVPD" lumo_ev="1.54 / 1.54" spin_multiplicity=2 total_charge=-1 de_lowest_kj_mol=555.3 e_tot_ha=-6122.50310 orbital_gap_ev="3.11 / 5.74" fmax_ev_per_a=6.676
Sr -1.523 -0.677 -1.183
Cl 1.644 -7.144 2.773
C 1.244 -5.542 2.196
C 1.915 -4.433 2.713
C 1.628 -3.173 2.251
C 0.664 -2.934 1.227
O 0.498 -1.749 0.758
C -0.053 -4.085 0.778
C -1.178 -4.005 -0.137
O -1.644 -2.985 -0.598
C 0.267 -5.362 1.253
H 2.667 -4.577 3.480
H 2.146 -2.317 2.661
H -1.652 -4.972 -0.392
H -0.277 -6.215 0.864
C 2.075 -0.793 -3.080
C 0.774 -0.823 -2.642
N -0.192 -1.691 -3.060
C 0.213 -2.610 -3.982
C 1.505 -2.616 -4.559
C 2.478 -1.688 -4.072
C 1.796 -3.519 -5.613
C 0.867 -4.393 -6.107
C -0.411 -4.460 -5.508
C -1.420 -5.347 -5.946
C -2.612 -5.400 -5.285
C -2.780 -4.581 -4.142
N -1.881 -3.740 -3.718
C -0.717 -3.621 -4.406
H 2.760 -0.065 -2.659
H 0.504 -0.073 -1.899
H 3.486 -1.695 -4.467
H 2.792 -3.487 -6.043
H 1.096 -5.039 -6.947
H -1.231 -5.971 -6.813
H -3.414 -6.051 -5.610
H -3.702 -4.630 -3.568
C 3.702 5.109 -3.343
C 2.441 4.402 -2.934
C 1.185 4.980 -3.091
C 0.045 4.272 -2.753
C 0.241 2.997 -2.255
Br -1.302 1.977 -1.728
N 1.399 2.423 -2.069
C 2.484 3.115 -2.413
H 3.533 6.179 -3.456
H 4.065 4.725 -4.298
H 4.494 4.964 -2.608
H 1.099 5.989 -3.478
H -0.948 4.679 -2.873
H 3.434 2.614 -2.258
S -5.921 -1.737 -3.978
C -4.537 -1.552 -3.092
N -3.554 -1.444 -2.475
C 3.803 1.343 5.950
C 2.895 1.040 4.790
C 1.536 1.306 4.857
C 0.678 1.035 3.796
C -0.781 1.364 3.961
C 1.203 0.460 2.637
Te 0.260 0.674 0.730
N -1.568 -0.059 1.029
C -2.838 0.369 0.752
O -3.299 0.659 -0.365
C -3.778 0.249 1.915
C -4.953 0.996 1.892
C -5.808 0.979 2.983
C -5.502 0.199 4.090
C -4.344 -0.568 4.103
C -3.477 -0.538 3.022
C 0.140 2.799 1.227
C 1.462 3.261 1.220
C 1.774 4.608 1.209
C 0.746 5.539 1.176
C -0.564 5.096 1.183
C -0.893 3.738 1.207
C -2.349 3.383 1.312
C 2.584 0.221 2.526
C 3.238 -0.239 1.243
C 3.398 0.486 3.620
H 3.337 2.045 6.641
H 4.747 1.771 5.609
H 4.037 0.432 6.506
H 1.123 1.758 5.753
H -1.180 0.861 4.844
H -1.369 1.036 3.109
H -0.921 2.439 4.096
H -5.178 1.582 1.011
H -6.716 1.568 2.967
H -6.172 0.181 4.941
H -4.114 -1.187 4.961
H -2.566 -1.121 3.012
H 2.286 2.554 1.206
H 2.810 4.923 1.207
H 0.962 6.599 1.150
H -1.376 5.815 1.174
H -2.829 4.005 2.070
H -2.476 2.356 1.629
H -2.881 3.519 0.369
H 2.621 -0.954 0.698
H 4.201 -0.703 1.455
H 3.433 0.608 0.576
H 4.462 0.287 3.538

---

100
Properties=species:S:1:pos:R:3 method="wB97M-V/def2-TZVPD" lumo_ev="-0.46 / 0.29" spin_multiplicity=4 total_charge=0 de_lowest_kj_mol=250.8 e_tot_ha=-8648.68864 orbital_gap_ev="6.48 / 7.45" fmax_ev_per_a=1.700
Cr 0.294 0.389 -0.750
O 3.000 1.754 0.257
C 3.770 2.581 -0.579
C 3.245 2.685 -2.026
C 4.277 3.579 -2.766
O 3.979 3.848 -4.107
C 3.270 1.332 -2.729
Se 2.063 -0.137 -2.133
C 1.889 3.384 -2.122
Se 0.465 2.865 -0.833
H 2.409 2.315 0.784
H 4.779 2.152 -0.606
H 3.834 3.593 -0.166
H 5.265 3.104 -2.669
H 4.320 4.553 -2.273
H 4.010 3.025 -4.609
H 4.273 0.900 -2.652
H 3.007 1.457 -3.785
H 1.464 3.236 -3.119
H 2.022 4.455 -1.951
O -2.445 0.100 1.169
C -3.452 0.966 0.850
C -4.300 1.618 1.727
C -5.278 2.454 1.212
C -5.409 2.632 -0.155
C -4.509 2.042 -1.026
C -3.513 1.222 -0.524
P -2.081 0.564 -1.416
C -2.416 -1.182 -1.687
C -1.181 -1.731 -2.313
C -0.994 -3.257 -2.202
C -2.214 -4.003 -1.793
C -3.305 -3.394 -1.315
C -3.369 -1.957 -1.155
C -2.430 1.282 -3.056
C -3.175 0.588 -4.006
C -3.544 1.215 -5.182
C -3.172 2.531 -5.420
C -2.425 3.220 -4.479
C -2.059 2.601 -3.299
C -2.243 -0.298 2.462
C -3.248 -0.742 3.313
C -2.924 -1.075 4.616
C -1.621 -0.957 5.073
C -0.613 -0.585 4.205
C -0.916 -0.281 2.883
P 0.366 0.120 1.635
C 1.094 1.487 2.634
C 0.380 2.686 2.621
C 0.830 3.774 3.344
C 1.997 3.675 4.086
C 2.696 2.479 4.125
C 2.250 1.383 3.403
C 1.528 -1.255 1.910
C 2.826 -1.127 1.416
C 3.753 -2.124 1.646
C 3.392 -3.258 2.355
C 2.087 -3.418 2.784
C 1.152 -2.427 2.556
H -4.193 1.509 2.795
H -5.938 2.971 1.892
H -6.196 3.259 -0.544
H -4.572 2.224 -2.088
H -0.948 -1.262 -3.281
H -0.527 -3.716 -3.079
H -2.184 -5.078 -1.896
H -4.174 -3.967 -1.026
H -4.206 -1.529 -0.618
H -3.476 -0.434 -3.815
H -4.137 0.680 -5.911
H -3.470 3.019 -6.337
H -2.135 4.246 -4.654
H -1.496 3.149 -2.552
H -4.265 -0.823 2.957
H -3.701 -1.421 5.281
H -1.392 -1.174 6.104
H 0.409 -0.529 4.547
H -0.526 2.771 2.028
H 0.282 4.704 3.313
H 2.356 4.526 4.645
H 3.593 2.401 4.724
H 2.802 0.453 3.435
H 3.097 -0.246 0.852
H 4.759 -2.014 1.271
H 4.120 -4.028 2.554
H 1.790 -4.319 3.297
H 0.130 -2.578 2.873
C -0.112 -1.579 -1.229
C 0.035 -2.924 -1.122
C 0.923 -3.867 -0.464
C 0.420 -4.935 0.278
C 1.279 -5.879 0.811
C 2.638 -5.805 0.557
C 3.142 -4.755 -0.195
C 2.297 -3.781 -0.688
H -0.648 -5.017 0.436
H 0.886 -6.686 1.416
H 3.307 -6.557 0.951
H 4.200 -4.691 -0.408
H 2.677 -2.954 -1.275

---

Copy entry 2 word for word.
98
Properties=species:S:1:pos:R:3 method="wB97M-V/def2-TZVPD" lumo_ev="-4.45 / -8.83" spin_multiplicity=5 total_charge=+2 e_tot_ha=-3123.52321 orbital_gap_ev="8.01 / 3.63" fmax_ev_per_a=2.476
Rh -0.533 -0.104 -0.239
C 1.118 1.184 5.045
N 0.500 0.418 3.994
C 0.592 0.636 2.654
N -0.111 -0.280 2.001
C -0.669 -1.116 2.917
C -0.300 -0.667 4.191
C -0.722 -1.144 5.507
C -2.093 -1.235 5.778
C -2.530 -1.693 7.004
C -1.616 -2.079 7.972
C -0.257 -1.998 7.709
C 0.194 -1.523 6.490
C -1.407 -2.319 2.566
C -1.935 -2.508 1.285
C -2.670 -3.630 0.969
C -2.902 -4.602 1.933
C -2.333 -4.463 3.191
C -1.585 -3.346 3.502
P 1.747 1.883 1.932
C 2.479 0.698 0.738
N 1.778 -0.113 -0.033
C 2.647 -0.900 -0.717
C 3.943 -0.540 -0.343
N 3.805 0.469 0.568
C 4.865 1.165 1.242
C 5.237 -1.063 -0.763
C 5.501 -2.434 -0.693
C 6.730 -2.923 -1.092
C 7.702 -2.058 -1.576
C 7.438 -0.699 -1.668
C 6.217 -0.200 -1.256
C 2.126 -1.836 -1.697
C 0.763 -2.158 -1.667
C 0.196 -2.972 -2.626
C 0.990 -3.493 -3.640
C 2.344 -3.193 -3.676
C 2.912 -2.378 -2.716
C 0.678 2.690 0.671
N 0.088 2.044 -0.319
C -0.485 2.953 -1.152
C -0.215 4.222 -0.637
N 0.521 4.028 0.497
C 1.001 5.071 1.362
C -0.676 5.548 -1.067
C -2.027 5.860 -0.901
C -2.515 7.086 -1.312
C -1.661 8.012 -1.892
C -0.316 7.715 -2.042
C 0.182 6.492 -1.626
C -1.219 2.500 -2.325
C -2.036 3.353 -3.073
C -2.814 2.857 -4.102
C -2.774 1.513 -4.433
C -1.931 0.662 -3.733
C -1.160 1.148 -2.698
H 1.292 2.207 4.717
H 2.076 0.746 5.331
H 0.465 1.195 5.918
H -2.802 -0.944 5.018
H -3.588 -1.751 7.204
H -1.962 -2.441 8.927
H 0.454 -2.312 8.455
H 1.254 -1.496 6.285
H -1.796 -1.729 0.525
H -3.085 -3.753 -0.020
H -3.519 -5.458 1.704
H -2.470 -5.238 3.930
H -1.125 -3.268 4.472
H 5.729 0.513 1.352
H 4.520 1.482 2.226
H 5.165 2.049 0.678
H 4.744 -3.101 -0.307
H 6.938 -3.981 -1.023
H 8.658 -2.443 -1.894
H 8.187 -0.029 -2.061
H 6.007 0.855 -1.348
H 0.135 -1.805 -0.808
H -0.856 -3.217 -2.573
H 0.552 -4.128 -4.394
H 2.959 -3.586 -4.470
H 3.961 -2.137 -2.764
H 0.263 5.871 1.415
H 1.936 5.489 0.989
H 1.166 4.665 2.358
H -2.684 5.132 -0.447
H -3.561 7.317 -1.182
H -2.046 8.965 -2.223
H 0.344 8.440 -2.492
H 1.229 6.262 -1.759
H -2.072 4.406 -2.836
H -3.470 3.525 -4.639
H -3.386 1.128 -5.231
H -1.868 -0.379 -4.004
H -0.455 0.458 -2.184
S -4.990 1.645 -0.433
C -3.568 0.955 -0.284
N -2.535 0.398 -0.191